(1)
{"formula": "C25H21Cl6N5O8STi", "method": "ωB97M-V/def2-TZVPD", "homo_energy_ev": -8.0, "e_tot_ha": -5849.94317, "e_above_lowest_kj_mol": 187.47, "orbital_gap_ha": 0.2515, "elements": ["Ti", "Cl", "C", "C", "Cl", "C", "Cl", "C", "O", "C", "Cl", "C", "Cl", "O", "C", "O", "C", "C", "C", "N", "C", "C", "C", "O", "O", "H", "H", "H", "C", "C", "C", "C", "Cl", "C", "C", "C", "O", "C", "C", "O", "O", "H", "H", "H", "H", "H", "H", "H", "H", "S", "C", "N", "C", "C", "N", "H", "H", "H", "H", "H", "H", "N", "N", "H", "H", "H", "H"], "coordinates": [[-0.803, -0.749, 0.640], [-0.353, -5.102, -5.178], [-0.310, -3.891, -3.968], [-0.675, -4.198, -2.657], [-1.139, -5.790, -2.237], [-0.652, -3.204, -1.693], [-1.091, -3.504, -0.058], [-0.273, -1.886, -1.991], [-0.289, -0.964, -1.039], [0.113, -1.608, -3.308], [0.640, -0.020, -3.700], [0.094, -2.596, -4.288], [0.576, -2.220, -5.888], [3.318, -4.992, 2.853], [3.919, -3.970, 3.272], [4.921, -3.742, 3.912], [2.928, -2.935, 2.693], [3.058, -2.527, 1.347], [2.008, -1.942, 0.697], [0.835, -1.683, 1.305], [0.698, -2.062, 2.604], [1.690, -2.669, 3.316], [-0.673, -1.768, 3.139], [-0.984, -1.805, 4.297], [-1.506, -1.470, 2.148], [3.989, -2.703, 0.827], [2.081, -1.652, -0.346], [1.508, -2.957, 4.342], [3.708, 1.437, -1.416], [2.871, 2.666, -1.637], [2.718, 3.180, -2.922], [1.998, 4.342, -3.138], [1.819, 4.940, -4.756], [1.437, 5.039, -2.078], [1.578, 4.531, -0.799], [2.261, 3.342, -0.581], [2.402, 2.922, 0.723], [1.740, 1.747, 1.129], [0.239, 1.901, 1.395], [-0.316, 2.954, 1.571], [-0.378, 0.726, 1.549], [4.582, 1.455, -2.066], [3.148, 0.528, -1.652], [4.048, 1.382, -0.383], [3.186, 2.675, -3.757], [0.904, 5.962, -2.255], [1.158, 5.038, 0.059], [2.196, 1.490, 2.089], [1.872, 0.914, 0.433], [-3.352, -1.130, -0.075], [-4.196, -0.252, 1.084], [-5.529, -0.118, 1.076], [-6.020, 0.753, 2.135], [-4.742, 1.014, 2.955], [-3.692, 0.454, 2.107], [-6.107, -0.521, 0.362], [-6.798, 0.260, 2.716], [-6.432, 1.676, 1.721], [-4.769, 0.512, 3.923], [-4.572, 2.077, 3.120], [-2.774, 0.253, 2.469], [-0.553, 1.834, -1.091], [-1.793, 1.310, -0.616], [-0.643, 2.791, -1.415], [-0.237, 1.260, -1.860], [-2.518, 1.370, -1.326], [-2.070, 1.898, 0.168]], "forces_ev_per_angstrom": [[-2.1, 1.2, -0.9], [0.0, -0.1, 0.0], [0.0, 0.1, 0.0], [0.0, 0.0, -0.1], [0.0, 0.0, 0.1], [0.1, 0.4, 0.0], [-0.1, -0.5, -0.2], [0.0, -0.8, -0.6], [0.8, -0.3, -2.2], [0.0, 0.1, 0.2], [0.1, 0.1, 0.0], [0.0, -0.1, 0.1], [0.0, 0.0, 0.0], [0.5, -0.2, 0.2], [-1.1, 0.1, -0.4], [0.3, 0.1, 0.1], [0.1, -0.2, -0.3], [0.1, 0.0, 0.4], [0.0, 0.2, -0.1], [0.8, -0.7, 0.7], [0.2, 0.1, 0.0], [0.1, 0.2, 0.1], [0.5, -0.4, 0.9], [0.0, 0.0, -0.2], [-0.8, -0.8, 1.3], [0.0, 0.0, -0.1], [0.0, 0.0, 0.0], [0.0, 0.0, 0.0], [0.0, 0.0, 0.0], [0.0, -0.1, 0.1], [-0.1, 0.0, 0.0], [0.0, -0.1, 0.1], [0.0, 0.1, -0.1], [0.0, 0.0, 0.0], [0.0, -0.1, 0.1], [-0.1, 0.1, -0.1], [-0.1, -0.1, 0.2], [-0.2, 0.0, 0.0], [0.6, 1.1, 0.1], [0.0, -0.4, 0.0], [0.4, 1.1, 0.6], [0.0, 0.0, 0.0], [0.0, 0.0, 0.0], [0.0, 0.0, 0.0], [0.0, 0.0, 0.0], [0.0, 0.0, 0.0], [0.0, 0.0, 0.0], [0.0, -0.2, -0.1], [0.1, 0.1, 0.0], [0.0, -0.3, 0.0], [-0.1, 0.2, 0.1], [0.0, 0.0, 0.1], [-0.1, 0.1, 0.0], [0.0, 0.0, 0.1], [-0.1, 0.0, -0.1], [0.1, 0.0, -0.1], [0.0, 0.0, 0.0], [0.0, 0.0, 0.0], [0.0, 0.0, 0.0], [0.0, 0.0, 0.0], [0.1, -0.1, 0.0], [0.1, 0.2, -0.2], [0.4, 0.2, 0.1], [0.0, 0.1, 0.0], [0.0, -0.1, 0.0], [-0.1, -0.2, 0.1], [0.0, 0.0, 0.0]]}

(2)
{"formula": "C25H21ClN2O5", "method": "ωB97M-V/def2-TZVPD", "homo_energy_ev": -7.9, "e_tot_ha": -1911.25534, "e_above_lowest_kj_mol": 0.00, "orbital_gap_ha": 0.2653, "smiles": "O=C(OCCN1C(=O)c2cccc3c(N4CCOCC4)ccc(c23)C1=O)c1cccc(Cl)c1", "elements": ["O", "C", "O", "C", "H", "H", "C", "N", "C", "O", "C", "C", "C", "C", "C", "C", "C", "C", "C", "C", "N", "C", "H", "C", "O", "C", "C", "H", "H", "H", "H", "H", "H", "H", "H", "H", "C", "O", "H", "H", "H", "H", "H", "C", "C", "C", "C", "C", "C", "H", "Cl", "H", "H", "H"], "coordinates": [[-1.449, 1.319, -2.447], [-1.177, 2.455, -2.136], [-2.082, 3.423, -1.951], [-3.438, 3.015, -1.798], [-4.058, 3.838, -2.154], [-3.619, 2.111, -2.388], [-3.706, 2.733, -0.310], [-2.720, 1.777, 0.166], [-1.576, 2.291, 0.752], [-1.501, 3.468, 1.052], [-0.467, 1.350, 0.956], [0.739, 1.830, 1.426], [1.844, 0.986, 1.494], [1.727, -0.341, 1.156], [0.495, -0.888, 0.749], [-0.604, -0.005, 0.590], [-1.811, -0.464, 0.027], [-1.896, -1.773, -0.412], [-0.846, -2.659, -0.228], [0.330, -2.271, 0.404], [1.359, -3.152, 0.657], [1.479, -4.400, -0.071], [1.037, -4.299, -1.061], [0.858, -5.574, 0.697], [1.430, -5.679, 1.982], [1.254, -4.486, 2.706], [1.903, -3.285, 1.997], [1.706, -2.388, 2.581], [2.983, -3.451, 1.925], [1.719, -4.648, 3.680], [0.180, -4.284, 2.844], [1.063, -6.519, 0.192], [-0.231, -5.437, 0.788], [2.551, -4.598, -0.186], [-0.976, -3.679, -0.553], [-2.813, -2.102, -0.877], [-2.933, 0.443, -0.187], [-4.003, 0.104, -0.651], [2.607, -0.964, 1.156], [2.801, 1.382, 1.796], [0.814, 2.873, 1.694], [-4.703, 2.307, -0.191], [-3.591, 3.645, 0.277], [0.211, 2.913, -1.870], [0.505, 4.223, -1.508], [1.804, 4.562, -1.173], [2.808, 3.608, -1.183], [2.501, 2.303, -1.543], [1.214, 1.948, -1.893], [0.963, 0.934, -2.166], [3.739, 1.101, -1.533], [3.819, 3.867, -0.910], [2.039, 5.576, -0.889], [-0.284, 4.956, -1.475]], "forces_ev_per_angstrom": [[0.0, 0.2, -0.1], [0.0, -0.3, -0.3], [0.2, 0.3, 0.0], [-0.5, -0.4, 0.2], [0.1, -0.1, 0.0], [0.0, 0.2, 0.1], [-0.1, 0.3, -0.3], [-0.4, 0.2, 0.0], [0.0, 0.3, 0.4], [0.1, -0.1, 0.0], [0.6, 0.0, 0.2], [-0.6, 0.0, -0.1], [0.1, -0.3, 0.1], [0.1, 0.2, 0.0], [-0.3, 0.2, 0.0], [0.0, -0.1, 0.1], [0.1, -0.7, -0.2], [-0.2, 0.8, 0.2], [0.5, -0.2, 0.1], [-0.4, 0.1, -0.2], [0.3, 0.0, -0.2], [-0.1, -0.4, 0.1], [0.0, 0.0, 0.0], [0.0, 0.1, -0.3], [0.1, -0.1, 0.0], [0.1, 0.4, 0.1], [-0.2, -0.4, 0.4], [0.1, 0.0, 0.0], [0.0, 0.1, 0.1], [-0.1, 0.1, 0.0], [0.1, 0.0, 0.0], [-0.1, 0.1, 0.0], [0.1, 0.0, 0.0], [-0.1, 0.0, -0.1], [0.0, -0.1, 0.0], [-0.1, 0.0, -0.1], [-0.1, -0.1, 0.0], [0.1, 0.0, 0.0], [0.1, -0.1, 0.0], [0.1, 0.0, 0.0], [0.0, 0.1, 0.0], [0.1, 0.1, 0.0], [-0.1, -0.2, -0.1], [0.3, 0.1, 0.1], [-0.1, -0.1, -0.1], [0.0, 0.0, 0.0], [0.0, -0.1, 0.0], [-0.2, 0.2, -0.1], [-0.1, 0.1, -0.1], [0.0, -0.1, 0.0], [0.3, -0.2, 0.0], [0.1, 0.0, 0.0], [0.0, 0.1, 0.0], [-0.1, 0.1, 0.0]]}

(3)
{"formula": "C25H21N3O3S", "method": "ωB97M-V/def2-TZVPD", "homo_energy_ev": -7.7, "e_tot_ha": -1753.52748, "orbital_gap_ha": 0.2945, "smiles": "Cc1c(O)nc(SCC(=O)Nc2ccc3c4c(cccc24)CC3)n(-c2ccccc2)c1=O", "elements": ["C", "C", "C", "N", "C", "N", "C", "C", "C", "C", "C", "C", "H", "H", "H", "H", "H", "C", "O", "S", "C", "H", "C", "O", "N", "C", "C", "C", "C", "C", "C", "C", "C", "C", "C", "C", "H", "H", "C", "H", "H", "H", "H", "H", "H", "H", "H", "H", "O", "H", "H", "H", "H"], "coordinates": [[-0.117, 0.466, -3.252], [-0.978, 0.357, -2.035], [-1.729, 1.400, -1.573], [-2.493, 1.327, -0.454], [-2.557, 0.194, 0.169], [-1.904, -0.915, -0.216], [-2.049, -2.140, 0.496], [-0.933, -2.743, 1.055], [-1.084, -3.929, 1.750], [-2.335, -4.507, 1.885], [-3.444, -3.902, 1.318], [-3.305, -2.718, 0.616], [-4.161, -2.243, 0.160], [-4.420, -4.351, 1.417], [-2.447, -5.431, 2.431], [-0.219, -4.401, 2.191], [0.036, -2.284, 0.943], [-1.022, -0.899, -1.338], [-0.414, -1.904, -1.636], [-3.547, 0.135, 1.645], [-2.783, 1.540, 2.542], [-2.923, 2.451, 1.965], [-1.333, 1.125, 2.747], [-0.994, 0.409, 3.660], [-0.519, 1.575, 1.755], [0.710, 1.048, 1.330], [1.263, -0.080, 1.898], [2.420, -0.693, 1.385], [3.020, -0.159, 0.280], [2.479, 1.011, -0.277], [1.341, 1.666, 0.214], [0.973, 2.850, -0.462], [1.696, 3.287, -1.543], [2.822, 2.596, -2.031], [3.216, 1.456, -1.388], [4.353, 0.504, -1.629], [5.311, 1.024, -1.567], [4.282, 0.065, -2.625], [4.218, -0.574, -0.524], [5.111, -0.621, 0.101], [4.065, -1.565, -0.954], [3.353, 2.978, -2.890], [1.393, 4.194, -2.045], [0.133, 3.443, -0.127], [2.800, -1.582, 1.867], [0.781, -0.516, 2.759], [-0.915, 2.247, 1.112], [-3.312, 1.585, 3.492], [-1.751, 2.583, -2.208], [-2.390, 3.156, -1.761], [0.140, -0.532, -3.595], [0.801, 1.004, -3.016], [-0.638, 1.013, -4.034]], "forces_ev_per_angstrom": [[-0.1, 0.0, 0.1], [-0.1, 0.4, -0.2], [0.1, -0.8, 0.2], [-0.3, 0.3, -0.1], [-0.3, 0.5, 0.2], [0.1, 0.0, -0.1], [-0.1, -0.6, 0.3], [-0.1, 0.1, 0.0], [0.0, 0.0, 0.0], [-0.1, -0.1, 0.0], [-0.1, 0.0, 0.0], [0.3, 0.0, -0.1], [-0.1, 0.0, -0.1], [-0.1, 0.0, 0.0], [0.0, -0.1, 0.0], [0.1, 0.0, 0.0], [0.1, 0.0, 0.0], [-0.1, 0.3, -0.2], [0.1, -0.1, -0.1], [-0.1, 0.1, 0.4], [0.0, -0.3, -0.4], [0.0, 0.1, 0.1], [-0.3, 0.4, 0.2], [0.1, -0.2, 0.1], [0.2, 0.5, -0.3], [0.2, -0.3, 0.2], [-0.3, 0.1, 0.2], [0.3, 0.1, -0.4], [-0.1, -0.1, 0.2], [-0.2, 0.1, 0.1], [0.4, -0.2, 0.0], [-0.1, 0.1, 0.0], [-0.2, 0.1, 0.1], [0.2, -0.2, 0.0], [-0.2, 0.2, 0.0], [0.2, 0.0, -0.2], [0.0, 0.0, -0.1], [0.1, 0.0, 0.0], [0.2, -0.2, 0.0], [0.0, 0.0, 0.0], [0.1, 0.0, 0.0], [0.1, 0.0, -0.1], [-0.1, 0.1, 0.0], [-0.1, 0.1, 0.0], [0.1, -0.1, 0.1], [-0.1, 0.0, 0.0], [-0.1, -0.2, 0.2], [0.1, 0.0, 0.0], [0.1, 0.1, -0.2], [0.0, -0.2, 0.1], [0.0, 0.0, -0.1], [0.1, 0.0, -0.1], [0.0, 0.0, -0.1]]}

(4)
{"formula": "C25H21N3O4S", "method": "ωB97M-V/def2-TZVPD", "homo_energy_ev": -8.1, "e_tot_ha": -1828.69653, "e_above_lowest_kj_mol": 144.30, "orbital_gap_ha": 0.3143, "smiles": "COc1ccc(NS(=O)(=O)c2ccc3nc(COc4cccc5ccccc45)[nH]c3c2)cc1", "elements": ["C", "H", "O", "C", "C", "C", "C", "C", "C", "H", "H", "N", "S", "O", "O", "C", "C", "C", "N", "C", "N", "C", "C", "C", "H", "H", "C", "O", "C", "C", "C", "C", "C", "C", "C", "C", "C", "C", "H", "H", "H", "H", "H", "H", "H", "H", "H", "H", "H", "H", "H", "H", "H", "H"], "coordinates": [[-8.730, -2.526, 0.627], [-9.188, -2.266, -0.333], [-7.330, -2.615, 0.525], [-6.635, -1.503, 0.150], [-7.199, -0.264, -0.128], [-6.393, 0.798, -0.501], [-5.015, 0.650, -0.594], [-4.448, -0.591, -0.313], [-5.251, -1.651, 0.048], [-4.823, -2.618, 0.261], [-3.382, -0.722, -0.403], [-4.206, 1.741, -0.918], [-2.716, 1.635, -1.675], [-2.547, 2.893, -2.344], [-2.609, 0.436, -2.452], [-1.538, 1.558, -0.329], [-0.216, 1.653, -0.708], [0.720, 1.613, 0.310], [2.087, 1.695, 0.334], [2.462, 1.597, 1.643], [1.458, 1.460, 2.458], [0.337, 1.471, 1.670], [-1.007, 1.373, 2.015], [-1.938, 1.424, 0.996], [-2.991, 1.360, 1.219], [-1.301, 1.268, 3.046], [3.898, 1.675, 2.052], [4.780, 1.298, 1.024], [4.822, -0.022, 0.649], [3.999, -1.002, 1.142], [4.122, -2.323, 0.683], [5.051, -2.658, -0.258], [5.912, -1.675, -0.789], [6.886, -1.981, -1.763], [7.710, -1.011, -2.262], [7.599, 0.312, -1.809], [6.666, 0.643, -0.867], [5.803, -0.336, -0.336], [6.575, 1.657, -0.509], [8.259, 1.068, -2.211], [8.452, -1.257, -3.007], [6.967, -3.002, -2.108], [5.140, -3.675, -0.608], [3.460, -3.072, 1.091], [3.245, -0.781, 1.882], [4.154, 2.717, 2.275], [4.049, 1.083, 2.963], [2.708, 1.790, -0.453], [0.042, 1.761, -1.749], [-4.689, 2.589, -1.166], [-6.842, 1.756, -0.718], [-8.265, -0.108, -0.065], [-9.034, -1.796, 1.385], [-9.067, -3.517, 0.928]], "forces_ev_per_angstrom": [[-0.2, 0.0, 0.0], [0.0, 0.0, 0.0], [0.3, 0.0, 0.0], [0.1, 0.1, 0.0], [-0.1, -0.3, 0.1], [0.4, 0.1, -0.1], [-0.3, -0.7, 0.2], [-0.2, 0.0, 0.0], [-0.2, 0.0, 0.0], [0.1, -0.1, 0.0], [0.1, -0.1, 0.1], [0.9, 0.4, -0.5], [-0.3, 0.3, 0.1], [-0.1, 0.1, 0.2], [-0.1, -0.1, 0.3], [-0.4, 0.0, -0.4], [0.2, 0.0, -0.1], [-0.7, -0.1, 0.4], [0.3, 0.1, 0.0], [-0.1, 0.0, -0.1], [0.5, -0.1, 0.5], [0.0, 0.1, -0.8], [0.1, 0.0, -0.2], [-0.2, 0.0, 0.2], [-0.1, 0.0, 0.1], [-0.1, 0.0, 0.1], [0.1, 0.2, 0.4], [0.1, -0.1, -0.3], [-0.1, -0.3, 0.1], [0.1, 0.5, 0.1], [0.2, -0.3, -0.3], [-0.2, -0.1, 0.2], [-0.1, 0.3, 0.1], [0.1, 0.1, -0.1], [0.0, -0.3, 0.0], [-0.1, 0.2, 0.1], [0.1, 0.1, -0.1], [0.0, -0.1, 0.0], [0.0, 0.1, 0.0], [0.0, 0.1, 0.0], [0.0, -0.1, -0.1], [0.0, -0.1, 0.0], [0.0, -0.1, 0.0], [0.0, -0.1, 0.0], [-0.1, 0.1, 0.1], [-0.1, -0.2, 0.0], [-0.1, 0.1, -0.1], [0.0, 0.0, 0.1], [0.1, 0.0, -0.1], [0.1, 0.2, -0.1], [-0.1, 0.1, 0.0], [-0.1, 0.0, 0.0], [0.0, 0.0, 0.0], [0.0, 0.1, 0.0]]}